[1]
44
Properties=species:S:1:pos:R:3:forces:R:3:mulliken_spin:R:1 method="wB97M-V/def2-TZVPD" energy_ev=-106983.537 max_force_ha_per_bohr=0.0434 homo_energy_ha="-0.29810 / -0.29737" multiplicity=5 mol_weight_g_mol=480.5 orbital_gap_ev="7.30 / 5.30"
C -5.035922 -12.035956 -5.600473 0.264 0.117 -0.050 0.00
O -2.399200 -20.184707 -9.734357 1.203 -0.238 1.867 0.01
Co -2.793661 -16.733680 -8.839966 0.001 -0.432 -0.576 2.79
S -3.912319 -18.624707 -8.366989 -0.752 0.211 -0.157 0.26
C -5.273806 -15.449879 -9.703341 0.731 -0.261 0.984 -0.01
O -2.622809 -16.308092 -10.676396 -0.963 0.048 -0.828 0.22
S -1.612383 -20.035787 -7.141133 0.014 -0.128 -0.357 0.08
H -3.866359 -8.427698 -6.464988 -0.047 -0.226 -0.082 0.00
H -1.121132 -21.208599 -10.985437 -0.075 0.091 -0.054 0.00
H -6.671506 -16.506848 -13.951213 -0.034 -0.072 0.045 0.00
C -4.532460 -16.618399 -13.729042 0.489 0.003 0.808 -0.01
H -4.264452 -9.071666 -4.108740 0.051 -0.068 -0.163 0.00
C -4.187283 -9.442735 -6.239987 -0.132 -0.119 0.241 0.00
C -3.674740 -16.273008 -11.468770 0.195 0.216 0.688 0.07
H -4.935906 -11.369729 -3.536024 -0.130 0.011 -0.209 0.00
C -6.607216 -14.843403 -9.396991 0.069 0.932 0.295 0.01
C -3.627560 -15.051507 -6.654516 -0.787 -0.394 -1.309 -0.02
C -1.264885 -21.127165 -9.913827 -0.860 0.511 0.412 0.00
C -5.386113 -13.472261 -5.252613 0.118 0.732 0.495 0.00
C -2.548253 -19.687226 -8.434488 0.584 -0.791 -1.564 -0.03
H -6.061277 -13.922525 -5.979538 0.225 -0.140 0.147 0.00
S -2.102801 -15.823240 -6.936826 -0.059 0.517 0.424 0.26
C -5.026986 -15.914288 -11.027512 1.580 -0.912 0.279 0.07
C -4.826072 -11.088814 -4.582578 0.151 -0.045 -0.564 0.00
H -6.494326 -14.215028 -8.507106 -0.219 -0.226 -0.216 0.00
H -4.381271 -16.833048 -14.782092 0.130 -0.010 0.153 0.00
H -2.443293 -16.718470 -13.136718 -0.040 -0.071 -0.123 0.00
H -6.914937 -14.195480 -10.229692 -0.015 -0.290 0.241 0.00
H -5.831334 -13.509723 -4.252938 -0.115 -0.002 -0.216 0.00
C -4.796960 -11.677784 -6.938540 -0.108 0.383 0.551 0.01
C -5.844134 -16.430007 -13.258987 -0.440 0.359 0.706 0.07
S -3.858697 -14.446482 -5.044994 -0.277 -0.082 -0.353 0.00
H -1.546761 -22.100183 -9.492189 0.115 0.279 -0.047 0.00
C -4.384534 -10.381223 -7.255982 -0.004 -0.120 0.444 0.00
N -4.625946 -14.970770 -7.552483 1.333 -0.051 1.091 0.11
H -0.366561 -20.750089 -9.408940 -0.323 -0.073 -0.193 0.00
H -4.927241 -12.428805 -7.708566 0.006 0.091 -0.017 -0.01
H -7.090652 -15.882652 -11.581855 0.047 -0.133 -0.246 -0.01
H -7.396462 -15.577268 -9.198688 0.267 -0.037 -0.083 0.00
C -3.470275 -16.553850 -12.840965 -0.484 0.075 -0.452 0.03
C -4.406319 -9.796734 -4.905556 -0.170 -0.310 -0.233 0.00
C -6.085906 -16.082016 -11.935948 0.214 0.152 -1.026 -0.04
H -4.199123 -10.104613 -8.286782 -0.028 -0.036 0.024 0.00
N -4.308766 -15.526065 -8.747825 -1.725 0.538 -0.776 0.15

=====

[2]
47
Properties=species:S:1:pos:R:3:forces:R:3:mulliken_spin:R:1 method="wB97M-V/def2-TZVPD" relative_energy_kcal_mol=0.0 energy_ev=-55623.412 max_force_ha_per_bohr=0.0416 homo_energy_ha="-0.26765 / -0.27962" multiplicity=5 mol_weight_g_mol=328.3 orbital_gap_ev="7.40 / 7.72"
H -8.950826 -8.392146 -21.312639 0.241 0.705 -0.591 0.00
O -13.569441 -4.782814 -19.740405 1.002 0.048 -0.938 -0.01
H -12.314368 -7.351662 -20.768395 -0.167 0.348 0.179 0.01
H -14.398505 -6.391408 -23.019229 0.271 -0.054 0.157 0.01
C -14.094893 -3.177689 -17.979679 0.315 0.304 -0.064 0.00
H -10.137515 -8.531425 -20.210529 -0.554 0.501 0.336 0.00
C -14.721473 -4.672844 -23.960486 0.476 -0.389 2.047 0.01
O -11.045597 -5.205185 -18.659517 -0.016 0.212 0.886 0.00
H -13.207345 -3.474953 -17.414357 -0.201 -0.245 0.198 0.00
C -10.171373 -3.513760 -20.118080 -0.133 1.620 0.768 0.01
H -11.021309 -8.232054 -22.547965 -0.065 0.077 -0.113 0.00
H -14.019143 -4.926240 -24.751882 -0.123 0.877 -0.366 0.00
H -13.939000 -1.846595 -22.268302 -0.294 0.045 -0.144 0.01
H -11.411870 -2.698966 -24.571666 -0.391 -0.226 -0.409 0.00
H -10.244497 -6.602611 -22.534820 -0.437 0.001 -0.356 0.00
C -9.910195 -4.027505 -25.414796 0.723 -0.249 0.414 0.00
H -9.822555 -6.251625 -19.613322 -0.339 -0.348 -0.236 0.00
H -14.859471 -2.538414 -24.306411 -0.021 -0.171 -0.191 0.00
H -15.730303 -5.043778 -24.140905 -0.035 0.342 -0.555 0.00
C -10.453230 -3.918342 -18.669736 1.255 -1.169 -0.880 0.00
H -9.421541 -2.710172 -20.112156 0.181 -0.219 -0.077 0.00
H -10.047204 -2.873945 -23.607794 0.524 -0.037 -0.160 0.00
C -10.711662 -3.486343 -24.240526 -0.626 0.690 1.010 0.01
H -13.769052 -2.295204 -18.540851 -0.140 -0.023 -0.187 0.00
H -9.476540 -3.964997 -18.177251 -0.071 -0.302 0.224 0.00
H -10.393127 -4.747892 -26.075768 -0.462 0.152 0.147 0.00
O -14.243439 -5.462539 -22.828424 -0.689 0.316 -0.255 0.03
C -14.842061 -3.213539 -23.447138 -0.303 0.990 -0.458 0.00
O -9.210296 -6.658750 -20.253652 0.802 0.506 0.453 0.00
H -9.506480 -3.211284 -26.017999 -0.111 0.071 -0.035 0.00
O -11.320628 -4.435186 -23.431434 -1.090 -0.708 0.826 -0.02
O -13.812686 -2.752316 -22.554134 0.385 -1.102 -0.503 0.01
H -9.045073 -4.548857 -24.993359 0.031 -0.090 -0.101 0.00
O -11.374864 -2.935138 -20.628297 -0.139 0.116 -0.891 0.00
H -9.853722 -4.270418 -20.833075 -0.056 -0.351 0.443 0.00
O -11.929335 -6.733113 -21.400467 0.465 -0.427 -0.159 0.01
H -14.987091 -5.118430 -18.347865 -0.222 0.147 0.244 0.00
H -12.023168 -5.104026 -18.717402 -0.171 -0.027 -0.736 0.00
H -15.774734 -3.041241 -22.907305 -0.233 -0.583 -0.160 0.00
H -11.470988 -2.100653 -20.164093 -0.483 -0.015 -0.088 0.01
H -14.881018 -2.846387 -17.297835 0.026 -0.105 0.103 0.00
Cr -12.651837 -4.485026 -21.734310 1.233 -0.097 0.773 3.91
H -11.030323 -3.173643 -18.119417 -0.211 0.100 -0.270 0.00
C -9.745414 -7.759059 -20.899515 -0.341 -1.409 0.789 0.00
C -14.572051 -4.277952 -18.918869 0.258 -0.113 -0.726 0.00
C -10.746298 -7.366205 -21.939669 0.176 0.343 -0.401 0.01
H -15.387349 -3.852208 -19.524132 -0.239 -0.052 0.051 0.00

=====

[3]
43
Properties=species:S:1:pos:R:3:forces:R:3:mulliken_charge:R:1 method="wB97M-V/def2-TZVPD" energy_ev=-40195.975 max_force_ha_per_bohr=0.1150 homo_energy_ha="-0.74010 / -0.76419" total_charge=+3 mol_weight_g_mol=420.0 orbital_gap_ev="5.76 / 6.35"
H 2.462950 0.907125 -0.479719 0.100 0.124 0.169 0.29
C 0.098376 -3.279980 -2.054516 0.879 -5.831 -0.469 0.40
H -3.458386 -0.312941 2.109128 0.275 -0.001 -0.128 0.48
C 0.571827 -1.501656 1.346554 0.009 -1.192 -0.600 0.41
P -0.167054 -0.234475 0.221760 -0.787 1.438 3.440 0.04
H -2.288954 1.498088 -0.969781 -0.010 0.049 0.057 0.33
H 0.567532 1.497495 2.788154 -0.130 0.238 -0.309 0.24
C -2.362431 -0.329858 2.028768 0.104 -0.166 0.454 -1.55
H 2.489087 2.414272 0.460433 -0.017 -0.378 -0.064 0.50
H 1.696978 -0.347099 2.841109 -0.259 -0.225 -0.042 0.33
H 0.200904 2.042694 -0.218343 0.080 -0.024 0.176 0.45
C -2.571088 1.260185 0.063696 -0.055 0.026 -0.019 -1.45
H -2.026411 -1.312757 2.377725 -0.144 0.218 -0.016 0.42
H 2.607131 0.860206 1.303575 -0.140 0.139 -0.368 0.23
C 0.600660 1.407566 0.592113 0.353 0.402 -1.173 0.53
C 2.250323 -0.707568 -2.330561 2.159 0.834 -1.733 0.06
H -0.899980 2.164918 2.033112 0.393 -0.006 0.007 0.26
C 2.128524 1.374175 0.456742 0.123 0.212 0.223 -1.44
H 0.620750 3.056424 1.961030 -0.067 -0.262 -0.168 0.48
C 0.182571 2.048482 1.921543 -0.253 -0.125 0.582 -1.36
C 0.848036 -1.040199 2.779888 -0.058 0.472 0.402 -1.68
H -2.280971 2.105799 0.702040 -0.145 -0.295 -0.319 0.31
H -1.975344 0.442308 2.706811 -0.128 -0.245 -0.238 0.28
H -2.412631 -0.887911 -0.034270 -0.112 0.055 0.164 0.45
O 0.338783 -4.406043 -2.147938 -1.137 5.213 0.448 -0.02
O 3.263049 -1.314429 -2.382351 -2.652 1.735 0.293 -0.12
H 2.641294 -1.416206 0.592088 -0.205 -0.249 0.097 0.22
H -0.023296 -0.593458 3.271157 0.296 -0.112 -0.139 0.34
H 1.799523 0.400411 -2.632950 3.199 -0.983 0.499 0.37
O -0.312940 4.947533 -3.701646 0.732 -2.488 -0.232 -0.11
H -0.216974 -2.273620 1.383256 0.157 0.134 -0.012 0.67
H -3.668232 1.182729 0.095303 0.343 0.033 -0.012 0.46
Sn 0.044229 -0.899689 -2.221326 -1.837 -1.172 0.363 1.08
O 0.269442 -0.910773 -6.028272 -0.161 -0.296 2.979 -0.02
H 1.634231 -2.664522 -0.199842 0.125 -0.018 0.166 0.19
H 1.121952 -1.928319 3.368562 -0.091 0.106 -0.282 0.53
C 0.204354 -1.011376 -4.898911 0.149 0.328 -3.538 0.19
C -1.981114 -0.069286 0.568027 -0.356 -0.207 -0.675 0.66
H 2.197585 -2.896418 1.469781 -0.038 0.167 -0.387 0.48
C -0.004954 3.852277 -3.776038 -0.727 2.376 0.286 0.11
C -2.474716 -0.645242 -2.934810 -4.034 1.059 -0.845 0.16
O -3.548749 -0.331953 -3.180801 3.906 -1.168 0.846 -0.02
C 1.834134 -2.146909 0.749720 0.161 0.084 0.119 -1.15